No. 1
Here is a molecular structure, C17H24CoN2O12 at a distorted geometry from the Open Molecules 2025 dataset. Energies are from the ωB97M-V functional and the def2-TZVPD basis.

Geometry as ORCA input:
```
! RIJCOSX wB97M-V def2-TZVPD def2/J DEFGRID3
* xyz -2 4
Co -1.15 0.90 0.08
C 3.36 -1.66 -1.65
C 4.54 -1.23 -0.98
C 4.42 -0.26 0.26
O 5.48 0.05 0.80
C 3.12 0.14 0.67
C 1.98 -0.28 -0.01
C 2.11 -1.25 -1.20
O 1.06 -1.65 -1.80
O 0.85 0.10 0.42
O 5.66 -1.68 -1.23
H 3.45 -2.27 -2.53
H 3.01 0.77 1.54
C -2.78 2.59 1.00
O -2.93 1.87 -0.12
O -1.47 2.77 1.16
O -3.43 3.71 0.93
C 3.72 2.65 -1.66
C 2.21 2.63 -1.48
O 1.59 1.99 -2.60
C 0.31 1.64 -2.51
O -0.37 1.87 -1.54
O -0.13 1.06 -3.60
C 0.66 0.29 -4.47
H 4.17 2.73 -0.67
H 4.09 3.44 -2.31
H 4.05 1.64 -1.93
H 1.86 3.67 -1.51
H 1.93 2.25 -0.51
H 0.11 -0.11 -5.32
H 1.07 -0.55 -3.91
H 1.46 0.91 -4.89
C -2.13 -0.53 3.03
O -1.79 -0.25 1.91
N -1.83 0.20 4.13
C -2.03 -0.34 5.45
C -0.91 1.32 3.99
H -2.82 -1.36 3.28
H -1.14 -0.86 5.82
H -2.75 -1.16 5.50
H -2.34 0.43 6.15
H -1.17 1.94 3.12
H -1.01 1.90 4.91
H 0.17 1.13 3.95
C -1.74 -1.75 -1.32
O -1.70 -0.53 -1.33
N -2.72 -2.50 -0.79
C -2.59 -3.93 -0.80
C -3.96 -1.89 -0.37
H -0.90 -2.34 -1.73
H -1.59 -4.32 -0.95
H -3.21 -4.40 -1.58
H -2.90 -4.43 0.13
H -4.23 -2.06 0.67
H -3.94 -0.81 -0.54
H -4.77 -2.20 -1.03
*
```

Summary:
total energy	-83194.654	eV
⟨S²⟩	3.756
largest force on an atom	10.8	eV/Å
HOMO level (alpha / beta)	-1.182 / -1.353	eV
HOMO-LUMO gap (alpha / beta)	5.382 / 5.553	eV

Here are the Löwdin charges for atoms 1 to 6, given in e: Co 0.7562; C -0.0258; C -0.3955; C -0.3985; O -0.0189; C -0.0258



No. 2
Here is 8 unconnected molecules or ions with the total composition C25H63Br2F3O7P at a distorted geometry from the Open Molecules 2025 dataset. Energies are from the ωB97M-V functional and the def2-TZVPD basis.

Geometry as ORCA input:
```
! RIJCOSX wB97M-V def2-TZVPD def2/J DEFGRID3
* xyz 1 1
F -3.15 -0.32 1.31
C -3.32 -1.57 0.68
F -2.18 -2.36 0.81
Br -3.51 -1.13 -1.26
C -4.66 -2.28 1.15
F -4.87 -3.36 0.24
Br -6.20 -1.06 0.88
C -4.60 -2.93 2.59
C -3.58 -2.23 3.59
P -4.35 -0.70 4.40
H -5.64 -2.80 3.04
H -4.42 -4.04 2.51
H -2.55 -2.05 3.18
H -3.44 -2.98 4.47
H -4.67 0.32 3.46
H -5.52 -1.09 5.15
H -3.40 -0.27 5.39
C 0.79 -0.74 -2.17
C 0.50 0.74 -2.00
C 0.91 1.23 -0.62
O -0.90 0.98 -2.18
H 0.23 -1.33 -1.44
H 0.47 -1.08 -3.16
H 1.85 -0.95 -2.05
H 1.03 1.31 -2.77
H 0.36 0.70 0.16
H 0.69 2.29 -0.51
H 1.98 1.08 -0.45
H -1.37 0.49 -1.51
C -0.83 2.04 -5.28
C 0.40 1.64 -6.08
C 1.15 2.86 -6.59
O 0.00 0.82 -7.18
H -1.53 2.61 -5.90
H -1.36 1.15 -4.92
H -0.56 2.65 -4.41
H 1.06 1.04 -5.46
H 0.51 3.45 -7.26
H 2.02 2.55 -7.18
H 1.48 3.49 -5.77
H -0.59 1.35 -7.74
C -0.90 2.22 2.68
C -0.19 2.59 3.97
C 1.29 2.26 3.89
O -0.78 1.88 5.06
H -0.82 1.14 2.48
H -1.97 2.45 2.75
H -0.48 2.76 1.83
H -0.32 3.65 4.17
H 1.45 1.19 3.74
H 1.79 2.52 4.83
H 1.77 2.81 3.08
H -0.66 0.93 4.89
C 4.83 5.99 -3.65
C 3.69 5.13 -4.17
C 3.10 4.27 -3.07
O 4.17 4.29 -5.22
H 5.64 5.36 -3.26
H 5.26 6.59 -4.46
H 4.49 6.66 -2.86
H 2.91 5.76 -4.60
H 3.85 3.59 -2.66
H 2.29 3.65 -3.46
H 2.71 4.88 -2.26
H 4.86 3.72 -4.86
C 5.84 5.77 1.21
C 4.71 4.91 0.69
C 4.11 4.05 1.79
O 5.19 4.07 -0.36
H 6.66 5.15 1.60
H 6.27 6.37 0.40
H 5.50 6.44 2.00
H 3.93 5.54 0.25
H 4.86 3.37 2.20
H 3.30 3.43 1.39
H 3.71 4.67 2.60
H 5.88 3.50 0.01
C -3.07 -7.58 5.39
C -2.83 -6.20 4.79
C -1.35 -5.85 4.81
O -3.57 -5.22 5.52
H -2.76 -7.61 6.43
H -4.14 -7.82 5.37
H -2.54 -8.35 4.83
H -3.19 -6.18 3.76
H -0.97 -5.82 5.84
H -1.18 -4.85 4.39
H -0.76 -6.57 4.24
H -3.25 -5.23 6.43
C -0.93 -4.44 -2.61
C -0.92 -5.64 -1.69
C -2.02 -6.62 -2.03
O -1.08 -5.20 -0.34
H -1.88 -3.89 -2.53
H -0.14 -3.73 -2.35
H -0.79 -4.74 -3.66
H 0.05 -6.14 -1.75
H -3.01 -6.15 -1.93
H -2.00 -7.48 -1.35
H -1.91 -6.99 -3.06
H -1.93 -4.76 -0.27
*
```

Summary:
total energy	-198796.871	eV
largest force on an atom	2.4	eV/Å
HOMO level	-11.095	eV
HOMO-LUMO gap	7.534	eV

Here are the Löwdin charges for atoms 1 to 6, given in e: F -0.0534; C -0.7781; F 0.0329; Br 0.8614; C -0.7607; F -0.0699



No. 3
Here is a molecular structure, C28H28AsF9N4O3S4Sc at a distorted geometry from the Open Molecules 2025 dataset. Energies are from the ωB97M-V functional and the def2-TZVPD basis.

Geometry as ORCA input:
```
! RIJCOSX wB97M-V def2-TZVPD def2/J DEFGRID3
* xyz -1 1
Sc 0.55 0.92 -1.01
C -5.73 1.93 2.93
C -4.55 1.70 2.02
C -4.65 0.84 0.95
C -3.60 0.71 0.02
C -3.66 0.17 -1.28
N -4.38 -0.82 -1.76
C -4.88 -1.94 -0.97
C -3.76 -2.55 -0.12
C -2.55 -3.02 -0.95
N -1.30 -2.63 -0.34
C -0.56 -3.37 0.43
C 0.63 -2.94 1.05
C 1.38 -3.84 1.83
C 2.55 -3.48 2.44
C 3.37 -4.46 3.24
C 3.00 -2.16 2.27
C 2.30 -1.22 1.54
C 2.83 0.13 1.44
N 2.28 1.13 0.88
C 3.00 2.39 0.96
C 2.22 3.42 1.77
C 1.01 3.97 1.01
N -0.01 2.95 0.83
C -1.08 3.11 1.49
C -2.26 2.27 1.37
C -3.36 2.43 2.20
C -2.35 1.36 0.28
O -1.39 1.10 -0.47
C 1.09 -1.58 0.89
O 0.42 -0.76 0.20
H -6.48 1.15 2.80
H -6.21 2.89 2.70
H -5.43 1.96 3.98
H -5.60 0.35 0.76
H -3.03 0.66 -2.04
H -4.25 -0.95 -2.76
H -5.29 -2.68 -1.65
H -5.69 -1.61 -0.31
H -4.16 -3.37 0.47
H -3.42 -1.78 0.58
H -2.55 -2.55 -1.94
H -2.58 -4.10 -1.08
H -0.94 -1.68 -0.55
H -0.88 -4.40 0.58
H 1.00 -4.86 1.94
H 2.77 -5.32 3.54
H 3.76 -3.99 4.15
H 4.22 -4.82 2.66
H 3.93 -1.86 2.74
H 3.81 0.26 1.92
H 3.14 2.77 -0.05
H 3.99 2.24 1.41
H 2.89 4.26 1.99
H 1.88 2.98 2.71
H 1.32 4.31 0.02
H 0.61 4.83 1.56
H -1.20 3.98 2.16
H -3.29 3.15 3.00
S -0.06 1.05 -5.73
As -0.83 1.10 -3.76
S -0.04 2.79 -2.58
S -0.50 -0.81 -2.69
S -2.96 1.26 -4.07
F 5.16 2.01 -3.48
C 3.84 1.89 -3.18
F 3.54 2.92 -2.37
F 3.16 2.03 -4.31
C 3.51 0.53 -2.46
O 2.34 0.60 -1.81
C 4.68 0.23 -1.47
F 4.32 -0.69 -0.57
F 5.06 1.32 -0.78
F 5.79 -0.23 -2.08
C 3.51 -0.61 -3.53
F 3.81 -1.81 -2.95
F 4.44 -0.41 -4.49
F 2.34 -0.74 -4.11
*
```

Summary:
total energy	-190939.474	eV
largest force on an atom	2.3	eV/Å
HOMO level	-3.020	eV
HOMO-LUMO gap	4.200	eV

Here are the Löwdin charges for atoms 1 to 6, given in e: Sc 0.5149; C -0.0658; C -0.2764; C 0.0141; C -0.1134; C -0.0840



No. 4
Here is a molecular structure, C5H6F2O5Pt from the Open Molecules 2025 dataset. Energies are from the ωB97M-V functional and the def2-TZVPD basis.

Geometry as ORCA input:
```
! RIJCOSX wB97M-V def2-TZVPD def2/J DEFGRID3
* xyz 2 1
Pt -0.53 -0.94 -1.60
O 0.09 3.17 0.32
C -0.06 1.88 0.50
O -0.23 1.07 -0.38
C -0.05 1.65 2.00
O 0.04 0.21 2.30
C 0.85 -0.24 3.12
C 2.56 -2.43 -2.54
O 3.50 -3.08 -2.50
O 1.60 -1.76 -2.58
H 0.01 3.42 -0.62
H -1.01 1.97 2.40
H 0.76 2.18 2.49
H 0.83 -1.31 3.29
H 1.55 0.42 3.64
F -2.21 -2.76 -2.32
C -2.23 -1.43 -2.41
F -3.20 -0.93 -1.66
H -2.27 -1.07 -3.45
*
```

Summary:
total energy	-24180.275	eV
largest force on an atom	0.5	eV/Å
HOMO level (alpha / beta)	-17.708 / -17.710	eV
HOMO-LUMO gap (alpha / beta)	8.000 / 8.002	eV

Here are the Löwdin charges for atoms 1 to 6, given in e: Pt 0.9691; O 0.2174; C -0.4614; O 0.0387; C 0.0546; O 0.0840



No. 5
Here is 6 unconnected molecules or ions with the total composition C6H26N2O5 at a distorted geometry from the Open Molecules 2025 dataset. Energies are from the ωB97M-V functional and the def2-TZVPD basis.

Geometry as ORCA input:
```
! RIJCOSX wB97M-V def2-TZVPD def2/J DEFGRID3
* xyz 0 1
C 3.38 -1.71 2.06
C 2.48 -0.60 1.55
N 1.09 -1.06 1.37
C 0.16 -0.05 0.83
C 0.51 0.73 -0.48
N -0.10 0.21 -1.67
C 0.16 2.22 -0.25
C 0.60 3.12 -1.41
H 3.94 -1.45 2.96
H 2.74 -2.53 2.38
H 4.03 -2.06 1.26
H 2.81 -0.28 0.57
H 2.44 0.33 2.15
H 0.71 -1.47 2.21
H -0.09 0.65 1.64
H -0.85 -0.45 0.66
H 1.59 0.64 -0.62
H 0.00 -0.77 -1.83
H -1.01 0.60 -1.85
H -0.91 2.17 -0.08
H 0.70 2.44 0.66
H 1.61 3.42 -1.16
H 0.57 2.60 -2.36
H -0.04 4.00 -1.46
O -2.52 -3.40 -1.21
H -2.13 -3.23 -2.08
H -1.85 -3.00 -0.63
O -2.40 -0.89 -4.06
H -3.15 -1.22 -3.56
H -1.91 -0.32 -3.46
O -0.92 2.36 3.26
H -0.49 3.22 3.24
H -1.32 2.23 2.40
O -3.28 0.70 0.05
H -3.63 -0.15 0.16
H -3.99 1.24 0.39
O 0.13 -2.71 -0.86
H 0.52 -3.51 -0.50
H 0.43 -2.01 -0.25
*
```

Summary:
total energy	-19860.959	eV
SMILES string	CCNC[C@@H](N)CC.O.O.O.O.O
largest force on an atom	2.4	eV/Å
HOMO level	-8.761	eV
HOMO-LUMO gap	9.050	eV

Here are the Löwdin charges for atoms 1 to 6, given in e: C -0.0761; C -0.2671; N -0.1001; C -0.1881; C -0.3922; N 0.0574